1.
20
Properties=species:S:1:pos:R:3:forces:R:3:mulliken_charge:R:1 method="wB97M-V/def2-TZVPD" orbital_gap_ev=8.87 e_homo_ev=-7.98 de_lowest_kcal_mol=117.8
C -0.17271 0.06330 0.57914 -5.2 2.9 1.9 0.371
C 2.03796 -1.05433 -1.82503 0.2 0.3 -0.4 -0.829
C -0.68303 -1.34246 0.80868 0.2 0.2 0.0 -1.322
N -1.65825 1.25145 0.68593 1.8 -1.9 0.4 -0.382
N 1.67659 -0.52181 -0.52992 -1.9 1.4 -0.9 -0.507
C 0.11383 0.52034 -0.71269 4.7 -2.9 -1.0 0.351
N -1.75227 1.86773 1.94284 -0.1 0.2 0.4 -0.554
N -0.16846 1.05202 -1.77554 0.3 0.4 0.0 -0.600
H -2.45028 0.61360 0.61894 0.1 0.0 0.1 0.233
H 2.34338 0.15596 -0.17259 0.2 0.1 -0.3 0.192
H 0.43949 0.49939 1.36535 0.2 -0.2 -0.2 0.261
H -1.51790 1.26381 2.73392 0.0 0.1 -0.2 0.235
H -1.15496 2.68594 1.95879 0.0 -0.1 0.0 0.243
H -0.99122 1.65208 -1.75399 -0.2 -0.3 0.2 0.323
H 2.92427 -1.69825 -1.76858 -0.1 0.1 0.1 0.304
H 1.20296 -1.65567 -2.19426 0.1 -0.1 0.0 0.274
H 2.23127 -0.28163 -2.58311 0.0 -0.1 0.0 0.304
H -1.26829 -1.37464 1.72853 0.0 0.1 0.0 0.400
H -1.30763 -1.66808 -0.02196 0.0 0.0 0.0 0.314
H 0.15525 -2.02875 0.91555 0.0 0.0 -0.1 0.388

***

2.
26
Properties=species:S:1:pos:R:3:forces:R:3:mulliken_charge:R:1 method="wB97M-V/def2-TZVPD" orbital_gap_ev="7.75 / 6.51" e_homo_ev="-11.92 / -10.59" de_lowest_kcal_mol=90.8 total_charge=+1
C 2.43004 1.00588 -1.42561 0.4 2.8 0.5 -0.186
C 1.15238 1.10630 -1.99238 2.2 -0.3 1.0 -0.805
C 2.73357 0.24063 -0.28230 1.4 0.5 -1.0 0.119
C 1.79862 -0.54911 0.30291 1.3 0.3 -2.1 0.987
C 0.19855 0.34838 -1.34320 1.0 -1.3 -0.2 0.391
C -2.63383 1.27997 2.02438 0.2 -0.1 -0.1 -0.491
C -2.92186 1.67522 0.79098 0.2 -0.1 0.5 -0.170
C -0.52017 -1.26668 0.21887 -2.0 1.5 -1.1 -0.644
C -1.64458 -0.59972 -0.60319 -2.3 -0.8 1.3 -0.098
C 2.07094 -1.55419 1.29953 -1.0 -0.1 1.2 -1.807
N 0.62377 -0.52270 -0.31583 -2.9 0.8 -0.4 0.166
N -1.11056 0.17285 -1.61081 1.6 0.2 0.1 -0.005
O -2.83942 -1.27090 -0.79165 0.7 1.5 -0.6 -0.477
Br 4.54564 0.04485 0.22206 0.0 0.5 0.0 -0.145
H 3.14350 1.87793 -1.70472 -0.8 -2.2 0.0 0.313
H 1.14982 1.74556 -2.85953 -1.1 0.0 0.0 0.413
H -2.83849 1.98736 2.84425 0.0 -0.3 -0.2 0.270
H -2.16954 0.29873 2.40350 -0.8 1.5 -1.1 0.142
H -3.37949 2.58136 0.28850 0.7 -1.3 0.8 0.308
H -0.62982 -1.14470 1.30051 0.0 0.2 -0.1 0.401
H -0.55732 -2.31437 0.00768 0.6 -0.9 -0.3 0.327
H 3.09918 -1.74284 1.44773 1.1 0.0 -0.1 0.574
H 1.60682 -2.47567 0.98955 -0.4 -0.4 0.4 0.354
H 1.70067 -1.14782 2.24518 -0.3 -0.6 0.2 0.339
H -1.55358 0.83804 -2.23220 -0.4 -0.3 0.3 0.329
H -3.45484 -0.61436 -1.22421 0.6 -1.2 0.8 0.398

***

3.
23
Properties=species:S:1:pos:R:3:forces:R:3:mulliken_charge:R:1 method="wB97M-V/def2-TZVPD" orbital_gap_ev="8.05 / 8.05" smiles="C=Cc1ccccc1/C(N)=[N+](/[O-])O" e_homo_ev="-7.79 / -7.79" de_lowest_kcal_mol=125.3
C 1.17282 -2.21408 1.19005 -0.8 -2.4 0.2 -0.493
C -0.19857 -2.48282 1.22459 0.2 1.3 -0.7 -0.571
C 1.60810 -0.97416 0.91434 2.4 1.3 -0.6 -0.292
C -1.13502 -1.49805 0.84477 3.9 1.1 -0.7 -1.089
C 0.77092 0.02195 0.50382 -1.9 0.0 0.0 0.405
C -0.65676 -0.26810 0.33401 3.8 -1.5 2.4 0.688
C 1.34116 1.32926 0.18996 -1.6 2.1 -0.7 -0.238
C 2.43189 1.49864 -0.58672 -2.3 1.8 1.0 -0.950
C -1.50238 0.66019 -0.29220 -3.3 0.2 0.6 0.115
N -2.84209 0.69126 0.19610 1.6 1.2 -2.9 -0.479
N -1.16463 1.24969 -1.39971 0.9 -1.0 -0.2 0.675
O -0.03564 0.61135 -2.00930 0.3 1.0 -0.7 -0.441
O -1.76598 2.06599 -2.09216 -0.9 0.9 -0.3 -0.771
H 1.92292 -3.02097 1.23760 -0.7 0.3 0.4 0.341
H -0.49744 -3.48152 1.34013 -0.6 -1.1 0.5 0.391
H 2.70856 -0.77120 0.85814 -1.1 -0.1 0.3 0.363
H -2.12318 -1.64041 0.65212 -2.7 -1.1 0.0 0.612
H 0.55016 2.16529 0.43922 2.1 -1.1 -0.5 0.249
H 0.54479 1.34224 -2.37499 -1.2 -0.8 0.7 0.375
H 2.87514 0.63844 -0.93508 1.3 -1.8 -0.7 0.389
H 2.70246 2.43765 -1.07336 0.1 -0.1 0.7 0.354
H -3.16278 0.38136 1.04671 0.4 -1.0 2.4 0.183
H -3.54446 1.25799 -0.20803 -0.1 0.7 -1.0 0.185